1.
{"formula": "C6H12O3", "method": "the ωB97M-V functional and the def2-TZVPD basis", "species": ["C", "C", "C", "C", "C", "C", "O", "O", "O", "H", "H", "H", "H", "H", "H", "H", "H", "H", "H", "H", "H"], "coordinates": [[-1.3689, -0.9392, -0.2212], [-0.4163, -2.0471, 0.1496], [-1.2786, -0.2070, -1.3171], [0.0067, -1.9091, 1.6183], [0.7647, 2.7674, -0.8101], [1.1129, 1.5078, -0.0617], [0.6409, 1.4397, 1.1973], [0.6948, -2.1354, -0.7027], [1.7650, 0.6018, -0.5084], [0.0913, 2.2054, 1.4252], [1.2049, -1.3136, -0.6269], [-2.1716, -0.7860, 0.4899], [-0.9432, -3.0015, 0.0240], [-1.9884, 0.5715, -1.5443], [-0.4893, -0.3687, -2.0320], [-0.8650, -1.8967, 2.2669], [0.5610, -0.9747, 1.7499], [0.6387, -2.7450, 1.8933], [1.1622, 3.6375, -0.2911], [1.1916, 2.7220, -1.8106], [-0.3136, 2.8709, -0.8883]], "lumo_ha": 0.0153, "smiles": "C=C[C@H](C)O.CC(=O)O", "homo_lumo_gap_ev": 9.92, "e_tot_ha": -461.5255, "e_homo_ev": -9.51, "de_lowest_kcal_mol": 25.36}



2.
{"formula": "C6H12FN", "method": "the ωB97M-V functional and the def2-TZVPD basis", "species": ["C", "C", "C", "C", "C", "C", "N", "F", "H", "H", "H", "H", "H", "H", "H", "H", "H", "H", "H", "H"], "coordinates": [[-0.2741, 1.9255, 0.2008], [0.4529, -0.5823, 0.6112], [0.3905, 2.6019, 1.3712], [0.3613, 2.2429, -1.1176], [0.1662, -3.0428, 0.1779], [-1.2898, -1.4095, -0.7027], [-0.1685, -1.6095, 0.1580], [1.5068, -0.9671, 1.3789], [0.3629, 1.8901, 2.2432], [1.3262, 2.9787, 1.0071], [-0.2977, 3.4637, 1.6101], [1.2798, 2.7903, -0.9809], [-0.3079, 2.6081, -1.9203], [0.5528, 1.1380, -1.4339], [1.0998, -3.2256, 0.7483], [-0.7440, -3.4931, 0.3638], [0.4160, -3.4148, -0.8441], [-1.0881, -1.6691, -1.7590], [-2.2650, -1.8813, -0.4444], [-1.4802, -0.3441, -0.6676]], "lumo_ha": 0.0277, "homo_lumo_gap_ev": 7.66, "e_tot_ha": -390.2020, "e_homo_ev": -6.91, "de_lowest_kcal_mol": 143.56}



3.
{"formula": "C30H27CaCl3N7O7S2", "method": "the ωB97M-V functional and the def2-TZVPD basis", "species": ["Ca", "Cl", "C", "C", "C", "C", "O", "C", "C", "O", "C", "H", "H", "H", "H", "Cl", "C", "C", "C", "Cl", "C", "O", "C", "C", "O", "C", "H", "H", "H", "N", "C", "N", "C", "C", "S", "C", "C", "S", "C", "N", "N", "H", "H", "H", "H", "H", "H", "C", "C", "N", "H", "H", "H", "C", "C", "C", "C", "C", "C", "O", "N", "C", "O", "N", "C", "O", "H", "H", "H", "H", "H", "H", "H", "H", "H", "H", "H"], "coordinates": [[0.2652, 0.4209, -0.3425], [4.5140, -4.5022, 3.6827], [3.7493, -3.1151, 2.9384], [3.4455, -1.9925, 3.7210], [2.8547, -0.8925, 3.1590], [2.5169, -0.8395, 1.7722], [2.0083, 0.2150, 1.2597], [2.8222, -2.0138, 1.0079], [2.4718, -2.1439, -0.3920], [1.8232, -1.3667, -1.0716], [3.4440, -3.1227, 1.6063], [3.6868, -2.0046, 4.7767], [2.6184, -0.0238, 3.7605], [2.8434, -3.0737, -0.8679], [3.6664, -3.9952, 1.0022], [-4.5635, -5.6209, -0.5739], [-3.7588, -4.0844, -0.7895], [-2.6214, -4.0160, -1.5977], [-1.9700, -2.8211, -1.7604], [-0.5576, -2.7601, -2.7635], [-2.3810, -1.6053, -1.1195], [-1.7078, -0.5395, -1.1982], [-3.5899, -1.7223, -0.3536], [-4.2476, -0.5712, 0.2699], [-4.1007, 0.5998, -0.0036], [-4.2373, -2.9507, -0.1843], [-2.2507, -4.9042, -2.0909], [-5.0012, -0.8586, 1.0329], [-5.1284, -2.9957, 0.4322], [4.0569, 0.9237, -0.5834], [3.4494, 1.2827, -1.7351], [2.1710, 1.5043, -1.8354], [1.8491, 1.9859, -3.0873], [2.8719, 2.0753, -3.9677], [4.3448, 1.5925, -3.1994], [0.4505, 2.3659, -3.3096], [-0.0228, 3.1612, -4.2957], [-1.7290, 3.3777, -4.0953], [-1.6688, 2.3577, -2.6764], [-0.4786, 1.9084, -2.3994], [-2.7610, 2.1271, -1.9302], [3.4076, 0.6913, 0.1753], [4.9289, 0.4286, -0.6320], [2.8480, 2.3729, -5.0015], [0.5223, 3.6580, -5.0793], [-3.6618, 2.3683, -2.3026], [-2.7564, 1.3319, -1.2890], [-2.0411, -3.0234, 2.5379], [-1.0199, -2.3447, 1.7582], [-0.2345, -1.7844, 1.1411], [-2.5634, -3.7376, 1.9020], [-2.7405, -2.2676, 2.8927], [-1.5789, -3.5514, 3.3702], [-2.5272, 4.7730, 0.8606], [-1.2023, 4.9675, 1.5890], [-0.7557, 3.7248, 2.3768], [0.5930, 4.0002, 3.0704], [1.1681, 2.7813, 3.7843], [-1.7895, 3.4317, 3.4462], [-2.1086, 4.2538, 4.2867], [-2.3361, 2.1856, 3.4253], [-2.0306, 1.1385, 2.5272], [-2.5723, 0.0612, 2.7421], [-1.1664, 1.3853, 1.5247], [-0.5471, 2.5680, 1.4032], [0.2665, 2.7320, 0.4817], [-2.7920, 5.6727, 0.3025], [-3.3396, 4.5678, 1.5617], [-2.4752, 3.9443, 0.1520], [-1.2723, 5.7992, 2.2930], [-0.4094, 5.1884, 0.8727], [0.4391, 4.8244, 3.7703], [1.2846, 4.3316, 2.2941], [0.4870, 2.4130, 4.5560], [2.1127, 3.0329, 4.2704], [1.3631, 1.9718, 3.0771], [-3.0081, 1.9600, 4.1435]], "lumo_ha": 0.0810, "total_charge": -1, "homo_lumo_gap_ev": 7.41, "e_tot_ha": -4924.3892, "e_homo_ev": -5.20, "de_lowest_kcal_mol": 6.87}



4.
{"formula": "C5H9NO", "method": "the ωB97M-V functional and the def2-TZVPD basis", "species": ["C", "C", "N", "C", "C", "C", "O", "H", "H", "H", "H", "H", "H", "H", "H", "H"], "coordinates": [[1.0673, 1.3425, 0.5631], [0.1620, 0.4791, 1.4115], [-1.2648, 0.4199, 1.2312], [-0.4947, -0.8251, 0.9768], [-0.0245, -1.3608, -0.2706], [-0.5434, -0.7867, -1.5088], [0.2911, -0.9518, -2.6242], [2.1085, 1.0196, 0.6624], [1.0049, 2.3759, 0.9227], [0.8102, 1.3351, -0.4997], [0.4634, 0.4538, 2.4581], [-1.5193, 0.8705, 0.3537], [-0.5825, -1.5363, 1.7960], [0.9078, -1.6528, -2.3648], [-1.4606, -1.4305, -1.5706], [-0.9257, 0.2478, -1.5369]], "lumo_ha": -0.0023, "homo_lumo_gap_ev": 8.56, "e_tot_ha": -325.7446, "e_homo_ev": -8.62, "de_lowest_kcal_mol": 121.05}



5.
{"formula": "C8H15NOSSi", "method": "the ωB97M-V functional and the def2-TZVPD basis", "species": ["C", "C", "C", "C", "C", "C", "C", "C", "N", "O", "Si", "S", "H", "H", "H", "H", "H", "H", "H", "H", "H", "H", "H", "H", "H", "H", "H"], "coordinates": [[0.5668, -2.3564, 0.2680], [2.8275, -1.5228, 0.3239], [1.2044, -2.4169, 1.5483], [-1.6345, 3.1863, -0.5526], [1.0915, 1.5367, -0.5935], [-1.3210, 0.4773, -2.3168], [-1.2860, 0.0903, 0.6735], [0.5858, -2.8655, 2.7275], [2.4848, -1.9558, 1.5201], [-0.5107, -3.3165, 2.6661], [-0.8768, 1.4598, -0.6119], [1.6028, -1.7542, -0.8972], [-0.4458, -2.6842, 0.1389], [3.6984, -0.9024, 0.0282], [-1.8955, 3.3098, 0.4686], [-0.7811, 3.8497, -0.6903], [-2.4694, 3.2255, -1.2880], [1.6112, 0.6619, -0.3968], [1.1887, 1.7670, -1.6313], [1.4869, 2.3732, -0.1283], [-0.7956, -0.3948, -2.3541], [-2.3936, 0.3319, -2.4197], [-1.0108, 1.2499, -3.0537], [-1.3601, 0.3742, 1.7717], [-2.2489, -0.2608, 0.3953], [1.2159, -2.6745, 3.6290], [-0.5347, -0.7887, 0.7752]], "lumo_ha": -0.0054, "smiles": "C[Si](C)(C)C.O=Cc1cscn1", "homo_lumo_gap_ev": 9.18, "e_tot_ha": -1131.4490, "e_homo_ev": -9.33, "de_lowest_kcal_mol": 9.62}



What did the fifth record say?
{"formula": "C8H15NOSSi", "method": "the ωB97M-V functional and the def2-TZVPD basis", "species": ["C", "C", "C", "C", "C", "C", "C", "C", "N", "O", "Si", "S", "H", "H", "H", "H", "H", "H", "H", "H", "H", "H", "H", "H", "H", "H", "H"], "coordinates": [[0.5668, -2.3564, 0.2680], [2.8275, -1.5228, 0.3239], [1.2044, -2.4169, 1.5483], [-1.6345, 3.1863, -0.5526], [1.0915, 1.5367, -0.5935], [-1.3210, 0.4773, -2.3168], [-1.2860, 0.0903, 0.6735], [0.5858, -2.8655, 2.7275], [2.4848, -1.9558, 1.5201], [-0.5107, -3.3165, 2.6661], [-0.8768, 1.4598, -0.6119], [1.6028, -1.7542, -0.8972], [-0.4458, -2.6842, 0.1389], [3.6984, -0.9024, 0.0282], [-1.8955, 3.3098, 0.4686], [-0.7811, 3.8497, -0.6903], [-2.4694, 3.2255, -1.2880], [1.6112, 0.6619, -0.3968], [1.1887, 1.7670, -1.6313], [1.4869, 2.3732, -0.1283], [-0.7956, -0.3948, -2.3541], [-2.3936, 0.3319, -2.4197], [-1.0108, 1.2499, -3.0537], [-1.3601, 0.3742, 1.7717], [-2.2489, -0.2608, 0.3953], [1.2159, -2.6745, 3.6290], [-0.5347, -0.7887, 0.7752]], "lumo_ha": -0.0054, "smiles": "C[Si](C)(C)C.O=Cc1cscn1", "homo_lumo_gap_ev": 9.18, "e_tot_ha": -1131.4490, "e_homo_ev": -9.33, "de_lowest_kcal_mol": 9.62}